C36H44IN4O4SW as an isolated structure in a non-equilibrium geometry, computed with ωB97M-V with the def2-TZVPD basis set.

Summary:
- LUMO energy (spin up / spin down) (eV) = 1.35 / 1.35
- energy above the lowest of the compared OMol25 structures with the same formula, charge and spin (kcal per mole) = 16.2
- E_tot (Ha) = -2681.387005
- HOMO (spin up / spin down) (eV) = -3.6 / -3.6

The geometry in ORCA input format:
```
! RIJCOSX wB97M-V def2-TZVPD def2/J DEFGRID3
* xyz -1 1
W -0.74 -0.82 0.01
C -0.59 2.28 5.62
C -1.27 0.92 5.42
C -0.68 0.21 4.24
C 0.34 -0.72 4.24
C 0.98 -1.37 5.43
C 0.35 -2.74 5.70
C 0.65 -1.01 2.89
C 1.70 -1.80 2.45
C 2.09 -2.01 1.13
C 3.14 -2.87 0.72
C 4.00 -3.67 1.64
C 5.17 -2.86 2.21
C 3.16 -2.85 -0.66
C 2.13 -1.98 -1.08
C 1.79 -1.70 -2.40
C 0.78 -0.84 -2.83
N -0.07 -0.15 -1.96
C -0.86 0.65 -2.81
C -1.80 1.57 -2.38
C -2.09 1.90 -1.06
N -1.50 1.28 0.04
C -2.12 1.85 1.14
C -1.90 1.45 2.46
C -1.00 0.49 2.89
N -0.21 -0.29 2.04
C -3.01 2.89 0.73
C -2.99 2.92 -0.64
C -3.75 3.81 -1.56
C -2.89 4.90 -2.19
C -3.76 3.79 1.66
C -2.84 4.85 2.28
C -0.51 0.44 -4.17
C 0.51 -0.50 -4.18
C 1.16 -1.11 -5.37
C 0.55 -2.49 -5.66
C -1.10 1.16 -5.33
C -0.50 2.56 -5.49
N 1.46 -1.44 0.02
C 4.06 -3.63 -1.57
C 5.26 -2.81 -2.06
H -1.04 2.82 6.45
H -0.68 2.88 4.72
H 0.47 2.13 5.82
H -2.35 1.07 5.26
H -1.15 0.31 6.32
H 0.85 -0.73 6.31
H 2.05 -1.49 5.25
H -0.72 -2.62 5.88
H 0.80 -3.21 6.56
H 0.47 -3.38 4.83
H 2.29 -2.29 3.21
H 4.40 -4.53 1.11
H 3.39 -4.05 2.46
H 5.81 -2.50 1.40
H 5.76 -3.47 2.88
H 4.80 -1.99 2.75
H 2.38 -2.16 -3.18
H -2.37 2.07 -3.14
H -2.48 1.95 3.22
H -4.57 4.28 -1.01
H -4.20 3.20 -2.36
H -2.46 5.54 -1.42
H -3.48 5.52 -2.86
H -2.07 4.47 -2.76
H -4.22 3.20 2.46
H -4.56 4.29 1.11
H -2.03 4.37 2.83
H -3.40 5.48 2.97
H -2.41 5.47 1.50
H 2.23 -1.22 -5.20
H 1.02 -0.46 -6.24
H 0.70 -3.15 -4.81
H 1.00 -2.94 -6.54
H -0.52 -2.39 -5.82
H -2.18 1.24 -5.20
H -0.93 0.58 -6.24
H -0.62 3.13 -4.58
H -0.98 3.10 -6.31
H 0.57 2.49 -5.70
H 3.49 -3.97 -2.44
H 4.43 -4.51 -1.05
H 4.92 -1.91 -2.59
H 5.88 -3.40 -2.74
H 5.88 -2.49 -1.22
O -2.21 -1.89 -1.74
S -3.36 -1.52 -0.84
O -4.01 -0.33 -1.31
O -2.53 -1.09 0.44
O -4.20 -2.63 -0.52
I -0.97 -3.55 0.54
*
```

Quick look at the Löwdin charges, all values in e: number 1, W, carries 1.38; number 2, C, carries -0.09; number 3, C, carries -0.19; number 4, C, carries -0.14; number 5, C, carries -0.14; number 6, C, carries -0.20; number 7, C, carries -0.08; number 8, C, carries -0.23; number 9, C, carries 0.03; number 10, C, carries -0.29; number 11, C, carries -0.14; number 12, C, carries -0.19; number 13, C, carries -0.09; number 14, C, carries -0.13; number 15, C, carries -0.24; number 16, C, carries 0.06; number 17, C, carries -0.21; number 18, N, carries -0.02; number 19, C, carries -0.21; number 20, C, carries 0.06; number 21, C, carries -0.23; number 22, N, carries 0.02; number 23, C, carries -0.21; number 24, C, carries 0.06; number 25, C, carries -0.21; number 26, N, carries -0.02; number 27, C, carries -0.12; number 28, C, carries -0.12; number 29, C, carries -0.18; number 30, C, carries -0.08; number 31, C, carries -0.19; number 32, C, carries -0.09; number 33, C, carries -0.13; number 34, C, carries -0.13; number 35, C, carries -0.20; number 36, C, carries -0.08; number 37, C, carries -0.19; number 38, C, carries -0.09; number 39, N, carries -0.05; number 40, C, carries -0.19; number 41, C, carries -0.09; number 42, H, carries 0.07; number 43, H, carries 0.06; number 44, H, carries 0.07; number 45, H, carries 0.11; number 46, H, carries 0.10; number 47, H, carries 0.10; number 48, H, carries 0.10; number 49, H, carries 0.08; number 50, H, carries 0.07; number 51, H, carries 0.08; number 52, H, carries 0.10; number 53, H, carries 0.10; number 54, H, carries 0.11; number 55, H, carries 0.06; number 56, H, carries 0.07; number 57, H, carries 0.07; number 58, H, carries 0.10; number 59, H, carries 0.11; number 60, H, carries 0.10; number 61, H, carries 0.10; number 62, H, carries 0.12; number 63, H, carries 0.07; number 64, H, carries 0.07; number 65, H, carries 0.06; number 66, H, carries 0.11; number 67, H, carries 0.10; number 68, H, carries 0.06; number 69, H, carries 0.07; number 70, H, carries 0.07; number 71, H, carries 0.11; number 72, H, carries 0.10; number 73, H, carries 0.07; number 74, H, carries 0.07; number 75, H, carries 0.08; number 76, H, carries 0.11; number 77, H, carries 0.10; number 78, H, carries 0.06; number 79, H, carries 0.07; number 80, H, carries 0.07; number 81, H, carries 0.11; number 82, H, carries 0.10; number 83, H, carries 0.07; number 84, H, carries 0.07; number 85, H, carries 0.06; number 86, O, carries -0.49; number 87, S, carries 0.24; number 88, O, carries -0.31; number 89, O, carries -0.64; number 90, O, carries -0.32; number 91, I, carries 0.32